Computed, not measured: 2 unconnected molecules or ions with the total composition C15H26N3O2 at a distorted geometry, with ωB97M-V with the def2-TZVPD basis set.

DFT total energy ... -901.5741 hartree
Strongest force on any atom ... 1.32 eV/Å
HOMO level ... -9.85 eV
Net charge ... +1
Energy above the lowest of the compared OMol25 structures with the same formula, charge and spin ... 91.0 kcal/mol

Atoms and positions in Å:
1 C -1.00161 -0.98745 0.82373
2 C -0.78599 0.40804 1.37143
3 O -1.33620 1.39900 0.50540
4 C -2.21735 2.29408 1.10925
5 C -3.54317 1.61715 1.40151
6 C -3.93379 1.33732 2.69996
7 N -5.08422 0.68700 2.93648
8 C -5.89709 0.28801 1.94385
9 C -5.53717 0.54963 0.63902
10 O -6.32987 0.19730 -0.44274
11 C -7.19920 -0.74387 -0.20304
12 N -7.91192 -1.59111 0.06325
13 C -4.36007 1.21488 0.35584
14 H -0.75725 -1.69617 1.61019
15 H -0.31502 -1.15618 0.00192
16 H -2.02769 -1.14146 0.50605
17 H 0.27872 0.60555 1.45541
18 H -1.18838 0.45585 2.38622
19 H -1.81755 2.74687 2.01895
20 H -2.40860 3.10430 0.41296
21 H -3.31497 1.63789 3.52776
22 H -5.35460 0.49169 3.89192
23 H -6.79631 -0.24220 2.21303
24 H -4.07604 1.40175 -0.66772
25 C 2.19071 1.30970 -1.10920
26 C 3.46486 0.57542 -0.72389
27 N 3.32289 -0.86712 -0.78511
28 C 4.41898 -1.58177 -0.14920
29 C 5.81967 -1.44714 -0.75675
30 C 2.87145 -1.39981 -2.06019
31 C 3.70419 -1.08383 -3.30938
32 H 1.34663 0.96618 -0.50819
33 H 2.31047 2.38066 -0.93962
34 H 1.93590 1.17555 -2.16073
35 H 3.71255 0.83865 0.30805
36 H 4.29183 0.95112 -1.34544
37 H 4.15268 -2.64082 -0.10080
38 H 4.46387 -1.24494 0.89154
39 H 5.92165 -2.01564 -1.67962
40 H 6.55981 -1.83868 -0.05673
41 H 6.08252 -0.40878 -0.95966
42 H 1.85194 -1.04289 -2.23328
43 H 2.77476 -2.48319 -1.95707
44 H 3.99958 -0.03479 -3.35190
45 H 3.11506 -1.29195 -4.20451
46 H 4.60336 -1.69380 -3.36898

***

Computed, not measured: a molecular structure, BeH8O4 at a distorted geometry, with ωB97M-V with the def2-TZVPD basis set.

DFT total energy ... -320.0062 hartree
Strongest force on any atom ... 1.89 eV/Å
HOMO level ... -22.92 eV
Net charge ... +2
Energy above the lowest of the compared OMol25 structures with the same formula, charge and spin ... 2.1 kcal/mol

Atoms and positions in Å:
1 Be 0.08815 -0.03992 -0.05000
2 O 0.31015 1.60208 0.31800
3 H 0.49215 1.96608 1.18800
4 H 0.08615 2.26608 -0.34300
5 O 0.23715 -0.84492 1.35100
6 H -0.44085 -1.47792 1.65800
7 H 0.53715 -0.45692 2.18500
8 O 1.16315 -0.46792 -1.19300
9 H 2.09915 -0.33692 -1.00600
10 H 0.96915 -0.85992 -2.03100
11 O -1.46385 -0.38292 -0.59500
12 H -1.87185 -1.21892 -0.93400
13 H -2.20585 0.25208 -0.54800

***

Computed, not measured: a single C5H10N2 molecule, with ωB97M-V with the def2-TZVPD basis set.

DFT total energy ... -305.8995 hartree
Strongest force on any atom ... 0.34 eV/Å
HOMO level (alpha / beta) ... -6.58 / -6.57 eV
Energy above the lowest of the compared OMol25 structures with the same formula, charge and spin ... 78.0 kcal/mol

Atoms and positions in Å:
1 C 2.15789 1.10792 0.04669
2 C 1.86724 -0.33910 -0.12967
3 N 0.63718 -0.72775 -0.44573
4 C -0.33747 0.03949 -0.98808
5 C -1.70735 0.01145 -0.44406
6 C -2.15923 -0.98044 0.56336
7 N -1.94738 0.40463 0.97005
8 H 1.23176 1.61005 0.37141
9 H 2.48836 1.64227 -0.85363
10 H 2.92863 1.24772 0.81309
11 H 2.61127 -1.10898 0.03369
12 H 0.39587 -1.69936 -0.25367
13 H 0.00597 0.93328 -1.49437
14 H -2.46706 0.42410 -1.10492
15 H -3.19684 -1.30592 0.57980
16 H -1.46985 -1.74928 0.91061
17 H -1.03899 0.48992 1.42545

***

Computed, not measured: a single C13H16N2O5 molecule at a distorted geometry, with ωB97M-V with the def2-TZVPD basis set.

DFT total energy ... -990.7247 hartree
Strongest force on any atom ... 3.08 eV/Å
HOMO level ... -9.15 eV
Energy above the lowest of the compared OMol25 structures with the same formula, charge and spin ... 30.0 kcal/mol

Atoms and positions in Å:
1 N -1.11740 -2.45702 -0.04399
2 C -0.49265 -1.18096 -0.27218
3 C -1.04324 -0.13458 0.70059
4 C -2.54182 0.07223 0.39402
5 C -2.88318 1.14752 -0.35273
6 C -4.19401 1.42174 -0.70514
7 C -5.25153 0.72591 -0.15814
8 C -4.94280 -0.47474 0.53735
9 C -3.54541 -0.79425 0.74868
10 C 0.97803 -1.28063 -0.37261
11 O 1.47279 -2.26830 -0.93630
12 N 1.78260 -0.32116 0.16145
13 C 3.17657 -0.19853 -0.33498
14 C 3.66090 1.26240 0.06243
15 C 2.75881 2.47302 0.01682
16 O 1.58246 2.53242 0.17636
17 O 3.55314 3.53654 -0.11239
18 C 4.23277 -1.21880 0.20316
19 O 5.23187 -0.88382 0.76071
20 O 3.97658 -2.51915 -0.11833
21 H -0.60377 -2.86249 0.73827
22 H -0.91077 -2.93033 -0.91947
23 H -0.68470 -0.84891 -1.30361
24 H -0.84623 -0.38689 1.77547
25 H -0.55891 0.85813 0.50553
26 H -2.06204 1.78003 -0.71484
27 H -4.44445 2.29713 -1.31876
28 H -6.28840 1.08998 -0.37474
29 H -5.75388 -1.11166 0.91238
30 H -3.25532 -1.77532 1.23507
31 H 1.36994 0.50626 0.54490
32 H 3.06584 -0.42339 -1.41814
33 H 3.88493 1.18869 1.06527
34 H 4.62763 1.43593 -0.37448
35 H 2.98330 4.36132 -0.23014
36 H 3.08237 -2.61834 -0.47748

***

Computed, not measured: a single C11H11FO2 molecule at a distorted geometry, with ωB97M-V with the def2-TZVPD basis set.

DFT total energy ... -676.0157 hartree
Strongest force on any atom ... 6.58 eV/Å
HOMO level ... -8.89 eV
Energy above the lowest of the compared OMol25 structures with the same formula, charge and spin ... 5.5 kcal/mol

Atoms and positions in Å:
1 C 3.49453 -1.59903 0.12443
2 C 2.37932 -1.20381 0.54773
3 C 1.25484 -0.52170 -0.33389
4 F 1.73187 -0.45102 -1.57764
5 O 0.08699 -1.29322 -0.22206
6 C -1.15160 -0.62305 -0.21529
7 C -1.53107 0.55823 -0.83054
8 C -2.80569 1.00707 -0.71022
9 C -3.72278 0.38036 0.02099
10 C -3.40239 -0.78622 0.68174
11 C -2.10095 -1.40079 0.48116
12 C 1.10745 0.93897 0.42475
13 C 2.02709 1.98868 -0.21795
14 O 0.41257 1.09465 1.37650
15 H 4.15365 -1.99830 0.95082
16 H 3.82854 -1.32045 -0.84809
17 H 2.00325 -1.46174 1.54481
18 H -0.83553 1.04296 -1.46462
19 H -3.01880 2.06048 -1.01081
20 H -4.67452 0.78762 0.05891
21 H -4.07687 -1.50294 1.19361
22 H -1.87042 -2.34291 1.07177
23 H 1.72478 2.37262 -1.23691
24 H 2.93778 1.43769 -0.31984
25 H 2.04797 2.83585 0.51063

***

Computed, not measured: 2 unconnected molecules or ions with the total composition C5H15N2O at a distorted geometry, with ωB97M-V with the def2-TZVPD basis set.

DFT total energy ... -383.9993 hartree
Strongest force on any atom ... 2.82 eV/Å
HOMO level ... -14.76 eV
Net charge ... +1
Energy above the lowest of the compared OMol25 structures with the same formula, charge and spin ... 32.4 kcal/mol

Atoms and positions in Å:
1 C 1.00138 -2.88424 0.22076
2 C -0.41531 -2.31746 0.49333
3 C -0.57718 -1.10471 -0.55269
4 C 0.43485 0.05132 -0.40268
5 N 1.41177 2.72389 -0.25421
6 C 0.34010 2.34381 0.44518
7 N 0.04840 1.07864 0.62508
8 H 0.99596 -3.62548 -0.56685
9 H 1.70857 -2.09701 0.05653
10 H 1.33284 -3.39108 1.14158
11 H -1.09257 -3.13709 0.16403
12 H -0.59220 -1.96078 1.49929
13 H -0.39556 -1.58972 -1.52969
14 H -1.65444 -0.78754 -0.66726
15 H 0.56036 0.43586 -1.39981
16 H 1.39282 -0.28924 -0.03165
17 H 1.69622 2.03128 -0.92758
18 H 1.77653 3.65655 -0.18059
19 H -0.27518 3.04009 1.01521
20 H -0.60129 0.77555 1.33946
21 H -3.01591 2.74066 0.15772
22 H -1.94937 1.70843 -0.47022
23 O -2.13079 2.59827 -0.17492

***

Computed, not measured: 2 unconnected molecules or ions with the total composition C4H14N2S, with ωB97M-V with the def2-TZVPD basis set.

DFT total energy ... -668.4593 hartree
Strongest force on any atom ... 0.92 eV/Å
HOMO level ... -7.70 eV
Energy above the lowest of the compared OMol25 structures with the same formula, charge and spin ... 17.0 kcal/mol

Atoms and positions in Å:
1 N -1.30456 -1.47220 -0.48978
2 C -1.70301 -0.31506 -1.31476
3 C -2.38299 0.79055 -0.53576
4 S -1.27913 1.58376 0.72276
5 H -1.95824 -2.23134 -0.60857
6 H -1.36234 -1.18516 0.48452
7 H -0.81665 0.08604 -1.81534
8 H -2.37320 -0.64823 -2.10909
9 H -3.24960 0.39300 -0.00210
10 H -2.68791 1.58447 -1.21486
11 H 0.11120 0.82376 0.61720
12 C 1.68675 -0.55655 1.68046
13 N 1.25688 0.02623 0.40627
14 C 2.27311 0.82657 -0.27494
15 H 0.86568 -1.16774 2.05462
16 H 2.58024 -1.16843 1.54029
17 H 1.90840 0.24102 2.39026
18 H 0.86400 -0.70056 -0.19301
19 H 2.50077 1.71166 0.31990
20 H 1.86741 1.10902 -1.24247
21 H 3.20317 0.26919 -0.41562

***

Computed, not measured: a gas-phase ion, C5H10NO (charge +1) at a distorted geometry, with ωB97M-V with the def2-TZVPD basis set.

DFT total energy ... -326.1829 hartree
Strongest force on any atom ... 5.04 eV/Å
HOMO level ... -15.09 eV
Net charge ... +1
Energy above the lowest of the compared OMol25 structures with the same formula, charge and spin ... 62.0 kcal/mol

Atoms and positions in Å:
1 C 1.73692 -0.34217 0.52573
2 C 0.36208 0.11399 0.15413
3 C 0.15130 1.59863 0.09818
4 N -0.12090 -0.75323 -0.97706
5 C -0.66167 -0.94265 0.31685
6 C -2.24357 -0.44827 0.09341
7 O -2.47159 0.36621 -0.79689
8 H 2.01028 0.12215 1.44924
9 H 2.51684 -0.02029 -0.15911
10 H 1.84429 -1.45966 0.51973
11 H 0.20185 2.12427 1.00143
12 H -0.67695 1.99099 -0.43499
13 H 1.17760 2.07765 -0.26471
14 H 0.57157 -1.36123 -1.47890
15 H -0.72625 -0.34679 -1.68096
16 H -0.61383 -1.79455 0.93113
17 H -3.05798 -0.92507 0.70281

***

Computed, not measured: a gas-phase ion, H3O (charge +2) at a distorted geometry, with ωB97M-V with the def2-TZVPD basis set.

DFT total energy ... -75.7716 hartree
Strongest force on any atom ... 6.27 eV/Å
<S²> ... 0.753
HOMO level (alpha / beta) ... -38.63 / -38.10 eV
Net charge ... +2
2S+1 ... 2
Energy above the lowest of the compared OMol25 structures with the same formula, charge and spin ... 32.5 kcal/mol

Atoms and positions in Å:
1 O -0.00345 0.37828 -0.02714
2 H -0.15646 -0.12154 -1.00706
3 H -0.70373 -0.20978 0.57750
4 H 0.86363 -0.04695 0.45670

***

Computed, not measured: 2 unconnected molecules or ions with the total composition C26H49BO4S, with ωB97M-V with the def2-TZVPD basis set.

DFT total energy ... -1744.0125 hartree
Strongest force on any atom ... 0.85 eV/Å
HOMO level ... -8.94 eV

Atoms and positions in Å:
1 C 3.93710 -2.84852 2.08638
2 C 4.09615 -1.86757 0.89606
3 C 2.77189 -1.34958 0.33201
4 C 2.17388 -0.08281 0.99797
5 C 2.76733 0.34721 2.34185
6 C 3.94617 1.32622 2.31254
7 C 3.71212 2.55713 1.43340
8 C 4.15073 2.36428 -0.02886
9 C 3.16115 2.94275 -1.04860
10 C 3.12548 2.19760 -2.38578
11 C 1.74145 2.27311 -3.03844
12 C 1.21667 3.69171 -3.30314
13 C 0.31406 4.28874 -2.22048
14 C -0.76923 3.33014 -1.71807
15 C -2.02541 4.03428 -1.17086
16 C -1.95877 4.26071 0.34516
17 B -2.48138 3.10747 1.25387
18 C -2.96228 1.69549 0.69744
19 O -4.39523 1.65219 0.61939
20 C -4.84106 0.35951 0.42962
21 C -5.33352 -0.37050 1.50702
22 C -5.74812 -1.69496 1.32341
23 C -5.67193 -2.28444 0.06065
24 C -5.20283 -1.52992 -1.01812
25 C -4.78434 -0.20816 -0.84396
26 H 4.35954 -3.81439 1.83896
27 H 2.88337 -2.95819 2.32805
28 H 4.43429 -2.45675 2.96904
29 H 4.77331 -1.06316 1.16206
30 H 4.58858 -2.41599 0.09460
31 H 2.92341 -1.14200 -0.72740
32 H 2.05173 -2.16456 0.37113
33 H 1.11646 -0.28258 1.17150
34 H 2.19914 0.72910 0.27853
35 H 1.97137 0.85720 2.88617
36 H 3.03751 -0.51042 2.95409
37 H 4.09840 1.66281 3.33812
38 H 4.88637 0.86596 2.00914
39 H 4.29362 3.37958 1.85097
40 H 2.66900 2.86393 1.51064
41 H 5.16107 2.73839 -0.17321
42 H 4.20227 1.29073 -0.21700
43 H 3.35816 4.00230 -1.20287
44 H 2.17136 2.86521 -0.59873
45 H 3.36913 1.14811 -2.23742
46 H 3.83741 2.65382 -3.07415
47 H 1.06159 1.69524 -2.41252
48 H 1.77849 1.75815 -3.99771
49 H 0.64503 3.67884 -4.22900
50 H 2.06864 4.35580 -3.45165
51 H 0.90849 4.60654 -1.36529
52 H -0.15526 5.19266 -2.60798
53 H -1.05452 2.63248 -2.50305
54 H -0.35141 2.76108 -0.88607
55 H -2.14326 4.99372 -1.67316
56 H -2.89782 3.44116 -1.43516
57 H -0.94178 4.51493 0.65561
58 H -2.57274 5.13214 0.59855
59 H -2.47444 3.27063 2.43953
60 H -2.54209 1.50376 -0.29490
61 H -2.60819 0.90638 1.36681
62 H -5.38584 0.07730 2.48782
63 H -6.09754 -2.26326 2.17028
64 H -5.95272 -3.31407 -0.08970
65 H -5.13764 -1.98210 -1.99691
66 H -4.41856 0.38838 -1.66490
67 C -1.76906 -7.49527 -0.36109
68 C -1.14324 -6.63544 0.71812
69 O -0.97217 -5.25942 0.31413
70 S -2.26696 -4.33802 0.25918
71 C -1.44607 -2.79077 0.10010
72 O -2.93018 -4.40688 1.52508
73 O -2.99019 -4.60650 -0.94528
74 H -2.79581 -7.19700 -0.56549
75 H -1.77316 -8.53806 -0.04307
76 H -1.20782 -7.41133 -1.29152
77 H -1.71999 -6.66781 1.64372
78 H -0.13696 -6.98225 0.94356
79 H -0.87658 -2.59743 1.00503
80 H -2.22496 -2.04029 -0.03197
81 H -0.80081 -2.82448 -0.77382

***

Computed, not measured: 4 unconnected molecules or ions with the total composition C2H12O3S, with ωB97M-V with the def2-TZVPD basis set.

DFT total energy ... -707.3045 hartree
Strongest force on any atom ... 0.77 eV/Å
HOMO level ... -8.91 eV
Energy above the lowest of the compared OMol25 structures with the same formula, charge and spin ... 0.0 kcal/mol

Atoms and positions in Å:
1 C -1.76895 -0.86034 -0.95651
2 S -1.80624 0.62196 0.06557
3 C -1.42855 -0.11123 1.64994
4 H -0.76180 -1.25878 -0.97146
5 H -2.42907 -1.63751 -0.56184
6 H -2.05083 -0.54218 -1.96720
7 H -1.26474 0.65318 2.39223
8 H -0.56265 -0.75325 1.58628
9 H -2.26608 -0.72811 1.98979
10 O 1.54674 -1.70174 0.65446
11 H 1.82234 -0.79592 0.41717
12 H 1.65227 -2.22020 -0.15151
13 O 0.80970 2.10685 -1.38650
14 H 0.71374 1.95221 -2.33194
15 H -0.05479 1.86809 -1.00645
16 O 2.83905 0.82563 0.10786
17 H 2.12845 1.21801 -0.43414
18 H 2.88141 1.36332 0.90424

***

Computed, not measured: 2 unconnected molecules or ions with the total composition C9H14O at a distorted geometry, with ωB97M-V with the def2-TZVPD basis set.

DFT total energy ... -426.5352 hartree
Strongest force on any atom ... 2.18 eV/Å
HOMO level ... -8.40 eV
Energy above the lowest of the compared OMol25 structures with the same formula, charge and spin ... 23.6 kcal/mol

Atoms and positions in Å:
1 C -0.33906 1.69828 -2.25577
2 C -0.91774 0.62124 -1.40891
3 C -1.15807 0.80382 -0.06380
4 C -1.52807 -0.25884 0.73979
5 C -1.68815 -1.53882 0.20005
6 O -1.99282 -2.62206 0.97969
7 C -1.49077 -1.76713 -1.18896
8 C -1.08151 -0.66828 -1.93664
9 H 0.56355 2.19141 -1.90246
10 H -1.12469 2.46094 -2.21420
11 H -0.13652 1.61736 -3.32285
12 H -0.93668 1.78618 0.34845
13 H -1.84141 0.02224 1.75124
14 H -1.66605 -3.38316 0.49709
15 H -1.52082 -2.73726 -1.67666
16 H -0.90701 -0.78081 -3.00308
17 C 1.62728 -0.11704 1.72183
18 C 2.87414 0.72476 1.97450
19 H 0.84423 0.35884 1.07649
20 H 1.80093 -1.07347 1.19235
21 H 1.09642 -0.50004 2.59788
22 H 2.72761 1.39204 2.81649
23 H 2.95234 1.51855 1.21138
24 H 3.84289 0.25122 1.86613